(1)
Below is an isolated molecule of C3H6N2O at a distorted geometry, with properties calculated with wB97M-V/def2-TZVPD.

Results
relative energy (zero: lowest compared OMol25 entry of this formula, charge and spin): 45.4 kcal per mole
Kohn-Sham gap: 10.3 eV

Structure (XYZ):
```
12
Properties=species:S:1:pos:R:3:forces:R:3
C -2.17727 1.25166 -0.25762 2.7 -3.5 -2.1
N -0.93501 1.29319 -0.55344 -1.0 0.6 1.2
C -0.03076 0.22695 -0.68039 -0.2 -0.5 -2.0
O 0.27505 -0.25126 -1.75372 -0.3 0.2 -0.8
N 0.57513 -0.13768 0.42778 1.4 -0.1 3.5
C 1.71074 -1.09105 0.57880 -0.4 2.6 -4.3
H -2.70399 2.09546 -0.28671 -1.8 3.8 0.4
H -2.83148 0.38220 -0.35746 0.5 -0.6 0.7
H 0.17036 0.20370 1.28459 0.2 0.2 0.0
H 2.65811 -0.75807 0.93774 0.3 1.1 0.7
H 1.36012 -1.84465 1.12923 -1.0 -3.3 2.0
H 1.92899 -1.37045 -0.46879 -0.2 -0.4 0.6
```
Positions in Å, forces in eV/Å.

(2)
Below is a cluster of 2 separate species, C5H8NO2 in total at a distorted geometry, with properties calculated with wB97M-V/def2-TZVPD.

Results
relative energy (zero: lowest compared OMol25 entry of this formula, charge and spin): 172.3 kcal per mole
total charge: -1
Kohn-Sham gap (spin up / spin down): 5.2 / 5.6 eV

Structure (XYZ):
```
16
Properties=species:S:1:pos:R:3:forces:R:3
C 0.67066 1.23754 0.29803 0.2 2.4 2.9
C -1.36991 1.37809 -0.16085 2.0 -2.0 0.4
C -0.06533 -0.80733 -0.76920 -3.1 -1.4 1.0
C -0.40056 0.21161 0.16079 1.3 -1.6 -2.2
C 1.21507 -1.58213 -0.91318 -0.7 0.7 5.2
N -0.93135 -0.13785 2.26532 -0.2 -1.4 0.2
O -1.25205 -1.29163 2.57144 0.4 1.5 -0.6
O -0.32543 2.30354 0.10125 0.8 0.7 -0.9
H 1.19902 1.58097 1.26279 -0.9 -1.3 -0.7
H 1.46849 1.15008 -0.41022 0.3 0.3 -1.0
H -1.69709 1.31085 -1.16710 -0.3 0.3 -1.2
H -2.15752 1.46236 0.49959 -1.8 0.5 1.5
H -0.91931 -1.53778 -1.03220 0.8 1.4 0.1
H 1.27317 -2.41605 -0.04764 0.3 1.5 -2.0
H 2.03674 -0.89646 -0.81566 0.8 0.1 0.3
H 1.25541 -1.96583 -1.84316 0.2 -1.8 -3.0
```
Positions in Å, forces in eV/Å.

(3)
Below is an isolated molecule of C5H4O3 at a distorted geometry, with properties calculated with wB97M-V/def2-TZVPD.

Results
relative energy (zero: lowest compared OMol25 entry of this formula, charge and spin): 107.4 kcal per mole
Kohn-Sham gap: 8.0 eV

Structure (XYZ):
```
12
Properties=species:S:1:pos:R:3:forces:R:3
C 2.16587 0.23742 -0.12765 2.6 0.6 2.7
C 0.88217 0.00357 -0.21408 -2.0 -1.6 0.5
O 0.19977 -1.15970 -0.53380 -1.3 -1.4 2.2
C -1.14065 -1.14000 0.19153 -2.6 0.0 -3.7
C -1.50023 0.34561 0.00428 -5.7 2.8 -2.1
O -2.61032 0.95899 -0.34862 5.8 -3.7 2.2
C -0.16672 1.01932 0.01827 3.7 3.4 -2.1
O 0.25792 2.17366 -0.14389 -2.9 -1.2 1.2
H 3.00921 -0.60450 0.08707 -2.2 2.4 -1.2
H 2.24703 1.37555 0.26018 0.6 -2.8 -1.2
H -1.91503 -1.85457 -0.42369 2.2 1.9 1.2
H -1.42901 -1.35536 1.23042 1.8 -0.5 0.3
```
Positions in Å, forces in eV/Å.

(4)
Below is an isolated molecule of C2H3NO3 at a distorted geometry, with properties calculated with wB97M-V/def2-TZVPD.

Results
relative energy (zero: lowest compared OMol25 entry of this formula, charge and spin): 80.5 kcal per mole
Kohn-Sham gap: 8.9 eV

Structure (XYZ):
```
9
Properties=species:S:1:pos:R:3:forces:R:3
O 1.60465 -0.62510 0.79722 -2.8 -2.0 -2.7
C 0.72138 -1.15329 0.05769 2.0 4.0 3.1
C -0.42995 -0.32417 -0.57142 0.7 0.4 1.4
O -1.14663 -0.88470 -1.33519 -1.3 -1.4 -1.9
N -0.61556 0.96915 -0.24475 0.8 0.6 0.8
O -0.13991 1.55582 0.93471 2.8 -1.4 0.1
H 0.58600 -2.20151 -0.08502 0.3 -1.0 -0.3
H -1.38437 1.52766 -0.54562 -0.6 -0.3 -0.6
H 0.80437 1.13615 0.99237 -2.0 1.1 0.2
```
Positions in Å, forces in eV/Å.

(5)
Below is the ion C5H10N3 with charge +1 at a distorted geometry, with properties calculated with wB97M-V/def2-TZVPD.

Results
relative energy (zero: lowest compared OMol25 entry of this formula, charge and spin): 99.9 kcal per mole
total charge: +1
Kohn-Sham gap: 10.7 eV

Structure (XYZ):
```
18
Properties=species:S:1:pos:R:3:forces:R:3
H 2.33710 -1.64009 -1.11226 -0.1 0.3 -0.2
N 1.88872 -1.58598 -0.20830 -0.2 -0.6 0.1
C 0.92731 -0.85502 0.03430 0.0 2.7 1.3
C 0.25216 -0.73856 1.43369 -0.5 0.4 -2.9
C -0.70738 0.39447 1.35959 3.6 -1.1 -1.0
C -0.23438 1.73030 0.99251 -2.3 0.2 1.0
N -0.70521 0.81090 -0.03636 -3.4 1.8 -1.8
N 0.29535 0.25668 -0.81957 2.0 -2.2 0.8
C -0.20650 -0.33382 -2.02293 -0.1 -1.4 -0.7
H -0.29411 -1.63287 1.41866 -0.8 -1.5 1.0
H 0.85580 -0.58356 2.25497 1.8 -0.4 1.5
H -1.57496 0.24857 1.83624 -3.3 -0.1 1.5
H -1.02985 2.40361 1.26734 0.5 0.9 -0.2
H 0.77247 2.01486 0.96473 1.2 0.3 -0.2
H -1.65190 1.05292 -0.53782 2.4 -0.7 1.0
H -0.41052 0.46042 -2.74662 0.2 -0.5 -0.3
H 0.61773 -1.08111 -2.29690 -1.5 1.3 -0.4
H -1.13184 -0.92171 -1.78127 0.6 0.3 -0.6
```
Positions in Å, forces in eV/Å.

(6)
Below is a structure of composition C2HIN2OS at a distorted geometry, with properties calculated with wB97M-V/def2-TZVPD.

Results
relative energy (zero: lowest compared OMol25 entry of this formula, charge and spin): 51.6 kcal per mole
Kohn-Sham gap: 8.3 eV

Structure (XYZ):
```
8
Properties=species:S:1:pos:R:3:forces:R:3
C -1.31343 0.07496 0.16311 2.8 -0.2 -0.8
C 1.30371 -0.27085 -0.09501 0.1 -3.0 0.3
N -1.14474 -1.14161 0.21913 -1.0 0.5 0.2
N 0.47632 0.69099 -0.22583 -2.9 3.8 0.3
O 2.48932 -0.43874 -0.08040 1.3 0.6 -0.1
S 0.32366 -1.88785 0.07922 -0.1 0.8 0.1
I -3.01222 1.28446 0.15796 1.1 -0.4 0.0
H 0.87739 1.68865 -0.21817 -1.2 -2.1 0.1
```
Positions in Å, forces in eV/Å.

(7)
Below is a cluster of 4 separate species, C8H14F6N2OP in total at a distorted geometry, with properties calculated with wB97M-V/def2-TZVPD.

Results
2S+1: 2
Kohn-Sham gap (spin up / spin down): 9.9 / 3.7 eV

Structure (XYZ):
```
32
Properties=species:S:1:pos:R:3:forces:R:3
P -1.36156 -1.44205 -1.93022 -0.5 -3.5 0.7
F -2.00152 -2.67408 -2.76293 -0.6 1.4 -0.8
F -2.46394 -1.69165 -0.72658 -0.1 0.3 -0.3
F -0.47699 -2.67668 -1.23591 0.8 0.8 0.2
F -0.62288 -0.44609 -0.91252 0.6 1.6 0.2
F -0.19249 -1.19748 -3.03893 -1.0 0.3 0.6
F -2.35813 -0.29689 -2.52605 1.1 -0.6 0.0
C -1.01314 2.12662 -3.19857 0.8 -0.3 -0.9
C -1.11308 1.45093 -4.50420 0.5 2.0 4.2
N -1.15014 0.83944 -5.43683 -0.2 -2.1 -3.9
H -0.41925 1.50725 -2.52643 -0.8 -0.6 0.2
H -2.03817 2.33685 -2.89325 0.4 0.3 0.5
H -0.31477 2.95738 -3.29965 -0.7 0.7 -0.2
C 2.79921 -3.11765 -0.19603 -0.6 -0.7 -1.5
C 3.55303 -3.39923 0.97717 1.9 -0.3 3.8
N 4.14903 -3.57734 1.97441 -1.5 0.4 -2.7
H 2.18636 -2.21687 -0.16291 0.3 0.0 0.0
H 2.13230 -3.94792 -0.42837 -0.3 0.0 0.4
H 3.46592 -3.16403 -1.05710 0.1 0.6 0.0
C -0.97045 0.92404 2.13330 -1.0 0.1 0.4
C 0.14526 0.45834 3.08512 -0.1 0.7 -1.0
C 0.54996 1.86432 3.60018 0.3 -1.8 0.1
O 0.55844 2.61556 2.36136 0.6 1.6 1.3
C -0.56227 2.32084 1.54847 0.7 -3.8 0.6
H -1.79005 1.15928 2.81228 -0.6 -0.5 -0.3
H -1.23737 0.16679 1.39611 -0.2 0.3 -0.2
H 0.96713 -0.03493 2.56618 0.3 0.5 -0.2
H -0.14466 -0.33174 3.77780 -0.4 0.7 0.5
H 1.43261 1.87019 4.23971 0.7 0.7 -1.0
H -0.19017 2.33976 4.24382 -0.8 0.1 -0.2
H -0.16427 2.20764 0.54007 0.1 0.5 -0.4
H -1.35395 3.06938 1.58048 0.2 0.5 0.1
```
Positions in Å, forces in eV/Å.

(8)
Below is a structure of composition C2F12K5N3O18S8 at a distorted geometry, with properties calculated with wB97M-V/def2-TZVPD.

Results
relative energy (zero: lowest compared OMol25 entry of this formula, charge and spin): 317.6 kcal per mole
Kohn-Sham gap: 0.6 eV

Structure (XYZ):
```
48
Properties=species:S:1:pos:R:3:forces:R:3
K -3.44383 -8.71657 0.16992 0.2 0.2 0.0
K -6.67521 -4.26316 3.75854 0.0 0.7 0.0
K -6.61833 -1.61278 -5.93700 0.1 0.3 0.3
K 0.63837 -5.18222 -6.80801 0.3 0.4 0.2
K 4.95128 -3.57081 1.21189 0.1 0.5 0.0
N 4.62296 0.93595 7.05296 -2.2 -0.5 -1.7
S 3.26102 0.41714 6.28638 -4.4 0.4 -0.6
O 2.48324 -0.51692 7.10920 1.0 1.6 -1.5
O 3.32439 0.10566 4.85985 0.2 1.0 2.0
F 2.39547 1.77361 6.36952 1.0 -0.6 -0.1
S 5.23871 -0.48808 7.02328 5.4 -5.0 1.8
O 5.63061 -1.08391 5.76476 -1.3 0.3 -0.4
O 4.79017 -1.45682 8.01510 0.4 1.5 -0.8
F 6.72433 -0.14466 7.48228 -0.1 0.9 1.0
N 5.19281 -2.65674 -5.81615 3.9 -1.8 0.3
S 4.76947 -1.53741 -4.88427 -4.8 6.6 3.4
O 5.42229 -0.23829 -5.06844 -0.3 -2.6 0.4
O 4.30122 -1.85336 -3.52335 1.1 -0.2 -2.1
F 3.30981 -1.23721 -5.59614 0.5 -0.7 -0.1
S 6.79648 -2.75569 -5.22957 4.5 -1.3 0.7
O 7.03260 -2.78339 -3.75391 -1.4 0.4 -3.4
O 7.88881 -2.11163 -6.00245 -3.5 -1.4 1.3
F 6.93529 -4.32691 -5.56495 -0.1 0.5 -0.3
N -9.82489 1.31202 1.11706 -3.7 2.0 5.2
S -8.39789 1.23783 0.74950 5.1 -2.7 -5.5
O -7.68742 0.16889 1.39049 0.9 0.3 0.0
O -7.72349 2.43362 0.38166 0.2 -0.1 0.1
F -8.75133 0.49391 -0.68951 0.4 0.5 -0.2
S -9.51694 1.72450 2.73607 -0.5 1.1 4.3
O -8.89175 3.03350 3.06244 -1.5 -3.1 -1.7
O -9.06224 0.60560 3.58186 -1.1 1.6 -1.6
F -11.03361 1.91442 3.19534 0.3 -0.1 -0.6
C 1.65494 5.25424 -2.00023 3.1 4.3 -0.8
F 2.56154 4.51948 -1.37280 -0.4 -0.6 0.9
F 1.28433 4.62202 -3.05371 -1.6 -1.7 -1.6
F 0.66399 5.65159 -1.24637 -1.3 -1.0 1.1
S 2.53242 6.89071 -2.53978 1.8 1.9 0.0
O 3.24989 7.27287 -1.30543 -0.6 -1.0 -0.9
O 3.38266 6.47997 -3.67026 -0.7 -0.3 1.0
O 1.58785 7.95304 -2.92456 -0.3 -1.6 0.3
C -1.33355 -1.71546 0.00150 -1.2 0.3 -0.3
F -0.79455 -0.73061 -0.74910 -0.3 -1.2 1.0
F -0.38428 -2.41259 0.66043 -0.3 0.4 -0.6
F -2.14228 -1.16039 0.95828 0.9 -0.5 -1.2
S -2.40822 -2.89586 -1.12997 -0.2 1.5 -3.0
O -3.16867 -3.69637 -0.20481 0.1 -1.3 1.2
O -3.35182 -2.00249 -1.88593 2.4 -1.3 1.0
O -1.41642 -3.65003 -1.98177 -1.6 1.3 1.7
```
Positions in Å, forces in eV/Å.

| no. | total energy (eV) |
| --- | --- |
| 1 | -8234.7290 |
| 2 | -10893.8109 |
| 3 | -11387.7122 |
| 4 | -9752.5985 |
| 5 | -9807.4158 |
| 6 | -26051.3706 |
| 7 | -39144.0602 |
| 8 | -244303.3484 |